Record 1
DFT (the ωB97M-V functional and the def2-TZVPD basis) results for a 3-piece molecular cluster, C4H15N2O2S overall at a distorted geometry.

- Energy above the lowest of the compared OMol25 structures with the same formula, charge and spin: 16.6 kcal/mol
- Strongest force on any atom: 0.052 hartree/bohr
- Molecular weight: 155.243 Da
- E_HOMO: -2.954 eV
- HOMO-LUMO gap: 6.5 eV
- E_tot: -819.57993 Ha

The geometry in ORCA input format:
```
! wB97M-V def2-TZVPD RIJCOSX def2/J DEFGRID3
* xyz -1 1
C 0.3435 -0.9606 -0.7628
N 1.6473 -0.9565 -0.1465
C 2.2577 0.3167 0.3273
N 2.2915 0.6393 1.7658
C -0.7924 -1.2698 0.2398
C -2.0400 -1.6597 -0.4932
S -3.2950 -0.2240 -0.5759
H 0.2151 0.0755 -1.2458
H 0.3103 -1.6170 -1.5995
H 1.9712 -1.7132 0.4290
H 1.8827 1.1622 -0.2987
H 3.2644 0.2256 -0.0364
H 1.9892 -0.0876 2.3910
H 1.8556 1.5375 1.8655
H -0.8629 -0.4629 0.9826
H -0.5433 -2.1563 0.8168
H -1.9320 -1.9267 -1.5818
H -2.4081 -2.5611 -0.0330
H -1.7643 2.5750 -1.3711
H -1.9417 1.2526 -1.8043
O -1.1991 1.9246 -1.8324
H -0.4426 2.7328 0.8857
H -0.5319 1.2439 0.7144
O -0.2751 1.9097 1.3636
*
```


Record 2
DFT (the ωB97M-V functional and the def2-TZVPD basis) results for H17LiO9 as an isolated structure at a distorted geometry.

- Energy above the lowest of the compared OMol25 structures with the same formula, charge and spin: 46.7 kcal/mol
- Strongest force on any atom: 0.226 hartree/bohr
- Molecular weight: 168.068 Da
- E_HOMO: -10.151 eV
- HOMO-LUMO gap: 9.0 eV
- E_tot: -694.81419 Ha

The geometry in ORCA input format:
```
! wB97M-V def2-TZVPD RIJCOSX def2/J DEFGRID3
* xyz 0 1
Li -0.2471 2.1393 -1.6652
O -0.0651 0.5803 -0.5562
H -0.0881 0.6813 0.3888
O 1.1339 2.4533 -2.4952
H 1.9119 1.8783 -2.5592
H 1.1029 2.3543 -3.5502
O 2.0969 -0.1047 -1.1142
H 2.0679 -0.5257 -1.9582
H 1.2349 0.2633 -0.9172
O 0.6329 -1.8837 0.1778
H 0.3669 -0.9587 -0.2062
H 1.3119 -2.3307 -0.3592
O -0.3331 1.3883 2.9978
H 0.2399 2.0373 2.9088
H 0.2959 0.7513 3.0288
O -2.5681 0.1983 0.1448
H -2.8531 1.1873 0.2258
H -1.7341 0.3293 -0.1682
O -1.6971 -2.0037 1.9098
H -0.9931 -2.3077 1.5958
H -1.8041 -1.3517 1.2848
O 1.5589 -0.8677 2.4728
H 1.2339 -0.9927 1.6428
H 2.1199 -0.0957 2.3938
O -1.6961 -0.8367 -2.2472
H -2.0641 -1.6397 -1.8222
H -1.1651 -0.3437 -1.5542
*
```


Record 3
DFT (the ωB97M-V functional and the def2-TZVPD basis) results for a 2-piece molecular cluster, C20H23Cl3NO5 overall at a distorted geometry.

- Energy above the lowest of the compared OMol25 structures with the same formula, charge and spin: 0.0 kcal/mol
- Strongest force on any atom: 0.055 hartree/bohr
- Molecular weight: 463.765 Da
- E_HOMO: -3.091 eV
- HOMO-LUMO gap: 4.4 eV
- E_tot: -2587.46585 Ha

The geometry in ORCA input format:
```
! wB97M-V def2-TZVPD RIJCOSX def2/J DEFGRID3
* xyz -1 1
C -1.8848 -2.4678 -1.3541
C -0.5781 -1.7424 -1.6591
C -0.5577 -0.9174 -2.9367
C 0.5891 0.1032 -2.9917
C 0.7907 0.9990 -1.8243
C 2.1584 1.3924 -1.4791
O 2.5375 2.2667 -0.7172
O 3.0153 0.5959 -2.1850
C 4.3996 0.9806 -2.2029
C 5.0731 0.2400 -3.3353
C -0.2815 1.9117 -1.3920
O -0.2611 2.7064 -0.4708
O -1.3671 1.8038 -2.2034
C -2.1621 2.9993 -2.2554
C -3.0540 2.8738 -3.4629
H -1.8331 -2.9019 -0.3477
H -2.7462 -1.7913 -1.4059
H -2.0421 -3.2848 -2.0642
H -0.3272 -1.0856 -0.8100
H 0.2367 -2.4821 -1.6958
H -0.4191 -1.6220 -3.7720
H -1.5020 -0.3914 -3.0960
H 1.5314 -0.4388 -3.1415
H 0.4387 0.7485 -3.8794
H 4.4838 2.0661 -2.3547
H 4.8390 0.7177 -1.2282
H 6.1502 0.4147 -3.3138
H 4.8928 -0.8366 -3.2794
H 4.7039 0.5981 -4.3021
H -2.7327 3.1021 -1.3210
H -1.4961 3.8660 -2.3548
H -3.7735 3.6954 -3.4968
H -2.4521 2.9196 -4.3780
H -3.5923 1.9219 -3.4551
Cl 0.5819 0.0803 0.8703
C -0.6833 -0.2931 2.1487
Cl -2.2717 -0.5517 1.3155
C -0.3549 -1.6894 2.7638
O -0.0426 -2.6060 2.0320
C -0.5465 -1.8314 4.2531
C -0.7804 -0.7033 5.0974
C -0.8440 -0.9474 6.4833
C -0.7044 -2.2334 6.9732
C -0.5468 -3.2850 6.0453
N -0.4608 -3.0710 4.7352
C -0.9560 0.5926 4.4793
Cl -1.3755 1.9148 5.4798
C -0.7997 0.7774 3.1393
H -0.9505 -0.1195 7.1708
H -0.6700 -2.4528 8.0403
H -0.4857 -4.3137 6.4115
H -0.8862 1.7719 2.7276
*
```


Record 4
DFT (the ωB97M-V functional and the def2-TZVPD basis) results for C20H41BiCl5N2OPSi2Te2 as an isolated structure.

- Energy above the lowest of the compared OMol25 structures with the same formula, charge and spin: 10.7 kcal/mol
- Strongest force on any atom: 0.006 hartree/bohr
- Molecular weight: 1054.152 Da
- E_HOMO: -7.294 eV
- HOMO-LUMO gap: 6.4 eV
- E_tot: -4943.48961 Ha

The geometry in ORCA input format:
```
! wB97M-V def2-TZVPD RIJCOSX def2/J DEFGRID3
* xyz 0 1
Bi 0.9492 1.4435 0.7830
N 3.0644 0.4709 -1.6132
C 3.4632 -0.2262 -2.8475
C 2.3260 -0.2703 -3.8609
C 1.1478 -1.1520 -3.4556
N 0.3974 -0.6692 -2.2947
H 2.6736 1.3797 -1.8478
H 3.8745 0.6299 -1.0270
H 3.7561 -1.2486 -2.5871
H 4.3324 0.2430 -3.3237
H 2.7275 -0.6351 -4.8110
H 1.9671 0.7511 -4.0327
H 1.5144 -2.1594 -3.2284
H 0.4596 -1.2557 -4.2977
H 0.0977 0.2827 -2.4881
H 1.0725 -0.5541 -1.5478
Cl 1.8526 -0.9504 3.2573
C 3.1555 0.1109 2.8430
C 2.9161 1.1218 1.9324
C 3.9606 1.9707 1.6221
Cl 3.6547 3.2474 0.4734
C 5.2259 1.8355 2.1827
Cl 6.4979 2.9114 1.7596
C 5.4446 0.8037 3.0957
Cl 6.9946 0.6089 3.8105
C 4.4045 -0.0633 3.4331
Cl 4.6703 -1.3292 4.5651
Te -0.5372 2.6502 2.5963
C -5.0602 -0.2213 3.6694
Si -4.3379 -0.2232 1.9408
C -4.3493 1.5145 1.2445
C -5.3261 -1.3703 0.8354
C -2.5671 -0.8467 2.0273
Te -1.5734 -0.7293 0.1321
C -1.4685 -2.8297 -0.2671
Si -0.0957 -3.7646 0.6149
C -0.1612 -5.5510 0.0441
C -0.3624 -3.7237 2.4685
C 1.5645 -3.0394 0.1442
H -6.0916 0.1441 3.6656
H -4.4785 0.4248 4.3333
H -5.0635 -1.2272 4.0994
H -5.3621 1.9291 1.2432
H -3.9796 1.5296 0.2157
H -3.7093 2.1737 1.8386
H -6.3671 -1.0421 0.7633
H -5.3268 -2.3909 1.2316
H -4.9141 -1.3980 -0.1775
H -2.5172 -1.8874 2.3587
H -1.9705 -0.2419 2.7184
H -1.3124 -2.8667 -1.3490
H -2.4659 -3.2240 -0.0551
H -1.1179 -6.0170 0.2963
H 0.6306 -6.1350 0.5240
H -0.0240 -5.6298 -1.0383
H -1.2710 -4.2683 2.7446
H -0.4541 -2.7034 2.8498
H 0.4785 -4.1992 2.9824
H 1.7337 -3.1455 -0.9319
H 2.3721 -3.5604 0.6679
H 1.6393 -1.9791 0.3969
C 0.1549 5.0728 -1.1994
P -0.2000 3.6340 -2.2226
C -0.5009 4.2824 -3.8779
C -1.7898 3.0111 -1.6444
O 0.8852 2.6022 -2.2063
H -0.6399 5.8169 -1.2797
H 1.0995 5.5146 -1.5208
H 0.2410 4.7623 -0.1559
H -1.2942 5.0326 -3.8701
H -0.7861 3.4612 -4.5358
H 0.4190 4.7298 -4.2557
H -2.5721 3.7646 -1.7534
H -1.7136 2.7471 -0.5860
H -2.0582 2.1201 -2.2151
*
```


Record 5
DFT (the ωB97M-V functional and the def2-TZVPD basis) results for C5H6AlO4 as an isolated structure at a distorted geometry.

- Energy above the lowest of the compared OMol25 structures with the same formula, charge and spin: 0.0 kcal/mol
- Strongest force on any atom: 0.207 hartree/bohr
- Molecular weight: 157.081 Da
- E_HOMO: -24.129 eV
- HOMO-LUMO gap: 6.3 eV
- E_tot: -736.16537 Ha

The geometry in ORCA input format:
```
! wB97M-V def2-TZVPD RIJCOSX def2/J DEFGRID3
* xyz 3 1
O -1.1146 -0.3917 2.3179
C -0.0691 0.0977 1.7964
O 1.0239 0.0655 2.4324
O -0.0906 0.6600 0.6100
C 1.0046 0.4105 -0.2797
C 0.7098 1.1085 -1.5866
Al 0.0317 -0.7360 3.4338
H 1.1455 -0.6726 -0.3895
H 1.9241 0.8260 0.1501
H 0.8892 2.1832 -1.4579
H -0.8739 1.5424 -3.0833
C -0.8728 -0.4585 -2.5135
C -0.7091 0.9586 -2.1618
O -1.0510 -1.4988 -2.8757
H 1.3185 0.8906 -2.5106
H -1.5051 1.1610 -1.4245
*
```


Record 6
DFT (the ωB97M-V functional and the def2-TZVPD basis) results for C2H4InLiO as an isolated structure at a distorted geometry.

- Strongest force on any atom: 0.201 hartree/bohr
- Expectation value of S²: 0.766
- Molecular weight: 165.812 Da
- E_HOMO (alpha / beta): -24.814 / -24.623 eV
- HOMO-LUMO gap (alpha / beta): 6.8 / 5.7 eV
- E_tot: -349.90188 Ha

The geometry in ORCA input format:
```
! wB97M-V def2-TZVPD RIJCOSX def2/J DEFGRID3
* xyz 3 2
O 0.8522 -0.5300 -0.1892
In 2.5140 -1.1295 0.6243
C 0.1330 0.4323 0.2840
C -1.0884 0.6434 -0.4999
H -1.0920 1.0035 0.6540
H -0.8686 0.5422 -1.5607
H -2.0955 0.2609 -0.3720
Li 0.9885 -2.4360 0.2229
H 0.6566 1.2131 0.8365
*
```


Q: What is the strongest force on any atom in the third record?
A: 0.055 hartree/bohr